{
  "formula": "C2H6N3",
  "method": "ωB97M-V/def2-TZVPD",
  "gap_ev": 9.440,
  "smiles": "N[C@@H]1NC1=[NH2+]",
  "mol_weight_g_mol": 72.09,
  "largest_force_ev_per_a": 6.12,
  "total_energy_ev": -6631.94326,
  "charge": 1,
  "relative_energy_kcal_mol": 72.49,
  "species": ["N", "C", "N", "C", "N", "H", "H", "H", "H", "H", "H"],
  "xyz": [[1.657, -0.472, -0.012], [0.630, 0.300, -0.578], [0.169, 1.545, 0.143], [-0.798, 0.376, -0.182], [-1.951, -0.227, -0.130], [2.391, -0.606, -0.684], [1.397, -1.054, 0.741], [0.917, 0.618, -1.709], [0.261, 1.744, 1.121], [-1.997, -1.204, -0.412], [-2.768, 0.236, 0.251]],
  "forces_ev_per_a": [[-1.548, 1.371, -1.389], [1.621, 1.137, -1.752], [-4.704, -3.225, -2.213], [3.305, 2.410, 0.270], [1.527, 1.066, 0.417], [0.324, -0.876, 0.597], [0.554, -0.989, 0.511], [-1.048, -0.886, 2.696], [0.237, -0.097, 0.897], [-0.216, 0.253, -0.259], [-0.051, -0.164, 0.226]],
  "lowdin_charge": [0.1050, -0.3209, 0.1906, -0.0705, 0.2640, 0.1012, 0.0884, 0.2088, 0.1141, 0.1624, 0.1569]
}


{
  "formula": "C20H38MnN2S3SbSi4",
  "method": "ωB97M-V/def2-TZVPD",
  "gap_ev": [4.576, 5.577],
  "mol_weight_g_mol": 691.78,
  "largest_force_ev_per_a": 1.53,
  "s_squared": 9.120,
  "multiplicity": 6,
  "total_energy_ev": -126215.28462,
  "charge": -1,
  "species": ["Mn", "S", "Sb", "S", "S", "C", "C", "C", "C", "N", "C", "C", "C", "C", "C", "C", "N", "H", "H", "H", "H", "H", "H", "H", "H", "C", "Si", "C", "C", "Si", "Si", "C", "C", "C", "Si", "C", "C", "C", "H", "H", "H", "H", "H", "H", "H", "H", "H", "H", "H", "H", "H", "H", "H", "H", "H", "H", "H", "H", "H", "H", "H", "H", "H", "H", "H", "C", "H", "H", "H"],
  "xyz": [[-1.126, 0.184, 1.063], [-0.401, 1.733, 6.113], [-0.885, 2.862, 4.122], [0.111, 1.146, 2.528], [-3.153, 2.305, 4.289], [-2.473, -1.968, 4.587], [-3.154, -3.054, 4.018], [-3.225, -3.148, 2.654], [-2.630, -2.160, 1.845], [-1.903, -1.141, 2.409], [-1.857, -1.070, 3.751], [-2.769, -2.108, 0.421], [-3.546, -3.018, -0.323], [-3.711, -2.859, -1.672], [-3.078, -1.770, -2.305], [-2.310, -0.934, -1.542], [-2.128, -1.067, -0.217], [-2.408, -1.827, 5.656], [-3.616, -3.806, 4.645], [-3.740, -3.976, 2.190], [-1.282, -0.256, 4.176], [-4.030, -3.841, 0.183], [-4.318, -3.554, -2.236], [-3.184, -1.596, -3.366], [-1.789, -0.104, -1.999], [-1.114, 1.638, -3.452], [0.402, 1.961, -2.337], [1.846, 1.800, -3.565], [0.289, 3.788, -1.826], [0.714, 0.607, -0.388], [2.768, 1.581, 0.442], [4.232, 1.756, -0.773], [3.508, 0.566, 1.866], [2.460, 3.355, 1.050], [1.431, -1.637, -0.918], [2.963, -1.649, -2.040], [1.836, -2.469, 0.743], [0.239, -2.842, -1.784], [-1.115, 2.327, -4.300], [-2.058, 1.774, -2.917], [-1.097, 0.621, -3.854], [1.659, 2.419, -4.447], [1.970, 0.768, -3.900], [2.792, 2.116, -3.125], [-0.262, 4.380, -2.561], [1.282, 4.226, -1.710], [-0.223, 3.882, -0.866], [4.523, 0.799, -1.210], [5.096, 2.152, -0.233], [4.012, 2.443, -1.592], [3.978, -0.351, 1.500], [2.731, 0.288, 2.578], [4.268, 1.136, 2.406], [2.500, 4.077, 0.232], [3.203, 3.647, 1.796], [1.476, 3.427, 1.517], [3.808, -1.113, -1.603], [2.735, -1.177, -2.998], [3.282, -2.676, -2.242], [2.811, -2.167, 1.128], [1.819, -3.559, 0.673], [1.094, -2.171, 1.491], [-0.172, -2.421, -2.705], [-0.604, -3.113, -1.144], [0.764, -3.765, -2.043], [-2.123, 1.922, 0.554], [-2.959, 1.836, 1.261], [-2.538, 1.979, -0.458], [-1.622, 2.865, 0.761]],
  "forces_ev_per_a": [[-1.037, 0.849, -0.359], [-0.422, -0.077, -0.068], [0.133, 0.171, -0.402], [0.873, 0.423, 0.718], [0.201, -0.239, 0.286], [-0.066, -0.212, -0.145], [0.111, 0.148, 0.079], [0.014, 0.007, -0.186], [0.083, 0.101, 0.392], [-0.652, -0.827, -0.094], [0.209, 0.165, 0.331], [-0.029, 0.016, -0.363], [0.017, 0.020, 0.068], [0.075, 0.053, 0.027], [-0.084, -0.021, 0.085], [0.059, 0.280, -0.282], [-0.132, -0.347, 0.570], [0.019, 0.029, -0.004], [-0.019, -0.006, -0.018], [-0.044, -0.011, 0.023], [-0.024, 0.015, -0.125], [-0.018, -0.004, 0.015], [0.002, -0.006, -0.001], [0.058, 0.042, -0.002], [-0.030, -0.079, 0.127], [0.016, -0.106, 0.282], [-0.108, 0.099, -0.331], [-0.026, -0.064, 0.245], [0.018, -0.246, 0.148], [1.188, -0.158, -0.945], [0.138, 0.183, 0.400], [-0.330, -0.138, -0.132], [-0.233, -0.078, -0.097], [-0.189, -0.148, -0.085], [0.078, -0.093, -0.029], [-0.029, 0.037, 0.134], [-0.041, 0.191, -0.079], [-0.135, 0.298, 0.065], [0.115, 0.064, 0.033], [0.011, 0.015, -0.038], [-0.007, 0.027, -0.036], [-0.058, 0.033, 0.012], [-0.033, 0.015, -0.011], [-0.038, -0.034, -0.058], [0.015, -0.042, -0.070], [0.001, -0.012, -0.006], [-0.002, 0.039, -0.028], [0.023, 0.068, -0.008], [-0.044, 0.007, 0.106], [0.050, 0.019, 0.055], [0.021, 0.046, -0.040], [0.037, -0.023, 0.014], [0.011, 0.100, -0.096], [0.044, -0.038, -0.021], [0.062, -0.055, -0.012], [0.045, 0.023, 0.012], [-0.041, -0.037, 0.006], [0.008, -0.013, 0.008], [-0.017, -0.024, 0.026], [-0.033, 0.008, -0.014], [0.001, -0.009, -0.096], [0.014, -0.035, 0.020], [0.023, -0.040, -0.006], [0.028, 0.024, -0.017], [0.132, 0.042, 0.048], [-0.371, 0.032, -0.093], [0.017, -0.034, 0.028], [0.117, -0.283, -0.031], [0.224, -0.153, 0.070]],
  "lowdin_charge": [0.1948, -0.2450, 0.1574, 0.0440, -0.2251, -0.0535, -0.0738, -0.0307, -0.2077, -0.0089, -0.1739, -0.2108, -0.0292, -0.0797, -0.0764, -0.1740, -0.0118, 0.1055, 0.1006, 0.0940, -0.0113, 0.0973, 0.0989, 0.1006, 0.0489, -0.2396, 0.3875, -0.2145, -0.2141, 0.3822, 0.3618, -0.2181, -0.2386, -0.2334, 0.3881, -0.2201, -0.2153, -0.2195, 0.0262, 0.0149, 0.0187, 0.0265, 0.0101, -0.0053, 0.0244, 0.0131, 0.0121, 0.0014, 0.0274, -0.0014, 0.0079, -0.0192, 0.0267, 0.0073, 0.0275, -0.0210, -0.0008, 0.0081, 0.0236, 0.0062, 0.0244, 0.0129, 0.0183, 0.0129, 0.0268, -0.2144, -0.0221, -0.0080, -0.0219]
}


{
  "formula": "C12H34BN2O4Tl",
  "method": "ωB97M-V/def2-TZVPD",
  "gap_ev": 4.061,
  "mol_weight_g_mol": 485.61,
  "largest_force_ev_per_a": 5.21,
  "total_energy_ev": -29509.06645,
  "charge": 2,
  "relative_energy_kcal_mol": 0.00,
  "species": ["Tl", "B", "H", "H", "H", "H", "C", "O", "C", "C", "N", "C", "C", "O", "C", "H", "H", "H", "H", "H", "H", "H", "H", "H", "H", "H", "H", "H", "H", "H", "C", "O", "C", "C", "N", "C", "C", "O", "C", "H", "H", "H", "H", "H", "H", "H", "H", "H", "H", "H", "H", "H", "H", "H"],
  "xyz": [[0.480, 0.391, 0.482], [3.215, -0.874, 1.015], [2.464, -1.128, 1.747], [3.511, 0.158, 1.121], [4.052, -1.531, 1.194], [2.741, -0.975, 0.051], [2.974, 1.084, -2.398], [1.559, 1.287, -2.183], [1.011, 2.367, -2.918], [-0.431, 2.689, -2.413], [-0.417, 2.813, -0.960], [-1.745, 3.321, -0.451], [-1.669, 3.382, 1.082], [-1.683, 2.038, 1.693], [-3.068, 1.620, 2.021], [3.278, 1.000, -3.442], [3.261, 0.261, -1.744], [3.570, 1.840, -1.887], [0.980, 2.291, -4.005], [1.668, 3.184, -2.623], [-1.041, 1.818, -2.651], [-0.756, 3.576, -2.957], [0.305, 3.471, -0.702], [-2.564, 2.620, -0.609], [-1.940, 4.352, -0.746], [-2.408, 4.103, 1.429], [-0.753, 3.876, 1.405], [-2.993, 0.613, 2.434], [-3.650, 1.625, 1.099], [-3.585, 2.304, 2.693], [0.361, -1.450, -3.166], [1.143, -1.635, -1.981], [1.160, -2.957, -1.533], [0.007, -3.378, -0.601], [0.195, -2.777, 0.691], [-1.023, -3.045, 1.509], [-1.042, -2.368, 2.877], [-0.899, -0.901, 2.773], [-1.158, -0.271, 4.025], [-0.612, -1.852, -2.885], [0.754, -2.046, -3.990], [0.315, -0.381, -3.375], [2.096, -3.086, -0.988], [1.171, -3.666, -2.361], [-0.029, -4.464, -0.511], [-0.936, -3.134, -1.091], [1.026, -3.236, 1.035], [-0.990, -4.121, 1.680], [-2.012, -2.922, 1.067], [-0.284, -2.795, 3.532], [-1.934, -2.724, 3.394], [-2.149, -0.476, 4.428], [-1.090, 0.815, 3.973], [-0.439, -0.705, 4.720]],
  "forces_ev_per_a": [[0.753, -0.874, -0.219], [-2.733, 2.294, -1.997], [-3.084, -2.121, 3.630], [2.206, 4.062, 0.206], [3.577, -2.700, 1.558], [-1.395, -0.752, -3.794], [0.254, 0.049, 1.384], [-0.154, -0.845, -0.481], [-0.196, 1.111, 1.403], [1.927, -1.896, -0.457], [-1.835, 0.348, 0.020], [1.258, -0.797, 2.155], [0.717, -0.415, 0.225], [-1.153, 1.409, -0.138], [0.775, 0.049, -0.817], [-0.286, -0.206, 0.082], [-0.316, -0.692, -0.761], [-0.227, 0.912, -0.461], [0.271, -0.519, -0.040], [-0.106, 0.717, -0.543], [-0.416, 0.258, -0.185], [-0.280, 0.147, 0.279], [0.270, 0.222, 0.324], [0.166, 0.150, -1.014], [-0.062, -0.156, -0.660], [-0.669, -0.735, 0.375], [0.398, -0.328, -0.033], [-0.092, 0.236, -0.101], [-0.058, -0.290, -0.055], [0.514, 0.090, 0.281], [-0.468, -0.439, 0.744], [-0.053, 0.447, 0.310], [0.738, -0.842, -0.070], [0.103, 0.917, -1.168], [-2.620, 0.135, -0.735], [0.678, 0.116, 1.456], [0.670, 0.457, -0.039], [-0.731, -1.503, -0.689], [0.213, -0.372, 0.830], [-0.451, 0.260, -0.656], [0.166, 0.180, -0.073], [0.101, -0.315, -0.049], [0.120, 0.042, 0.051], [-0.022, 0.093, -0.264], [0.509, -0.308, -0.063], [-0.216, 0.390, 0.451], [0.415, 0.525, 0.978], [-0.064, -0.266, 0.397], [0.529, 0.633, -0.991], [0.687, 0.424, -0.115], [-0.616, 0.738, -0.171], [-0.226, -0.311, -0.275], [0.445, -0.180, -0.370], [0.073, 0.454, 0.345]],
  "lowdin_charge": [1.3610, -0.2965, -0.0413, -0.0131, 0.0664, -0.1252, -0.0425, -0.3118, -0.1905, -0.1573, -0.0343, -0.1326, -0.1811, -0.2865, -0.0253, 0.1132, 0.0744, 0.1009, 0.1419, 0.1296, 0.1284, 0.1470, 0.1284, 0.1293, 0.1476, 0.1385, 0.1291, 0.0745, 0.0904, 0.1091, -0.0222, -0.2037, -0.1866, -0.1691, 0.0386, -0.1441, -0.1571, -0.2984, -0.0930, 0.0938, 0.1151, 0.0834, 0.1360, 0.1450, 0.1570, 0.1314, 0.1481, 0.1437, 0.1408, 0.1331, 0.1376, 0.1015, 0.0925, 0.1048]
}


- charge of number 1 (C2H6N3)?
  +1